(1)
A 2-piece molecular cluster, C15H30NO3 overall. Source: OMol25; level of theory: the ωB97M-V functional and the def2-TZVPD basis.

Values from the calculation:
Kohn-Sham gap	6.68	eV
total energy	-23657.9140	eV
net charge	+1
LUMO energy	-0.146	hartree
spin multiplicity	1

The geometry in XYZ format:
```
49
Properties=species:S:1:pos:R:3:forces:R:3
C -0.3923 -0.0386 0.2560 0.5 0.5 -0.4
C -2.1952 -1.4221 -1.0882 1.0 -0.3 -0.3
H -2.4754 -0.7252 1.1556 1.2 0.8 -2.1
C 4.5708 -0.1379 0.3779 -0.1 0.7 -1.5
H -3.5067 -2.9824 -0.0538 2.6 -0.1 -0.7
H 1.1152 1.5745 3.2371 0.4 -1.7 -1.9
H 5.0971 -0.5668 1.3317 -1.2 0.9 -1.7
H 1.6839 -2.7618 2.8907 1.2 -3.0 -0.9
O -1.4724 -3.1124 0.6162 3.3 -2.7 -1.8
H 2.5132 0.8006 -0.3701 1.3 -1.2 2.0
C 2.9834 0.2293 0.5602 -0.1 -1.9 -1.7
H -0.9129 1.5126 1.8780 2.2 -0.7 -1.1
N 2.6479 1.0396 1.7925 0.8 0.1 1.0
H 3.3080 0.7794 2.5857 -0.8 0.3 -1.3
C 0.7535 -4.2968 1.4688 -0.3 1.3 -0.1
C 4.6397 -1.2320 -0.8854 -1.5 0.5 0.7
C -2.4051 -2.9546 -0.5103 -2.0 1.6 -0.8
H -3.0262 -1.0988 -1.8608 1.5 -0.8 1.8
O 0.2463 -3.9087 -1.0306 -3.4 1.5 7.1
H 0.3590 2.0988 0.6094 -0.6 -1.5 1.4
H 4.1490 -2.2475 -0.5042 1.4 2.1 -0.9
H 0.2006 -1.0075 0.5717 -1.5 1.7 -0.6
H -5.2740 3.2595 -0.6516 0.1 0.1 -0.2
H -1.1762 -1.4377 -1.6968 -2.1 0.0 1.2
H -2.6454 0.6399 -0.1381 1.7 -1.7 0.6
H 5.7195 -1.3659 -1.3162 -2.3 0.3 0.9
C 0.0433 1.1803 1.2621 -0.4 0.1 -0.1
H -5.2186 4.7862 -1.5606 0.0 -0.1 -0.2
H -1.6059 4.1473 -2.6413 -0.2 0.0 0.0
H 2.3832 -0.7931 0.6326 1.2 2.2 0.1
H 5.1101 0.8599 0.0140 -0.9 -2.2 1.0
C -4.8991 3.7410 -1.5610 0.0 -0.3 0.5
O -2.7709 3.1248 -0.6711 -0.6 0.5 -1.0
C -0.2110 -3.7554 0.2155 2.9 -1.4 -5.1
H 0.4492 -5.3461 1.9408 -0.4 3.2 0.1
C -3.3959 3.6653 -1.5822 0.6 -0.6 1.0
H -2.9077 5.3454 -2.8141 -0.1 -0.1 -0.2
H -2.3443 -3.7924 -1.3251 0.3 1.7 1.7
H -5.3097 3.2178 -2.4284 0.0 0.2 0.0
H 2.9532 -3.3867 1.4347 -2.9 1.0 0.0
C 1.8896 -3.4548 1.9436 -1.3 -0.3 -0.2
H 1.0670 -0.2599 2.7675 0.8 1.9 -1.1
H 3.8609 -0.8054 -1.6829 2.1 -1.0 1.4
H 2.8322 2.0743 1.6236 -0.5 -1.6 0.2
H -2.9988 3.7771 -3.6819 -0.1 0.2 0.0
H 0.0247 0.2561 -0.8218 -1.1 -0.8 2.2
C 1.2356 0.8136 2.3257 -2.6 1.2 1.3
C -2.6869 4.2764 -2.7611 0.5 -0.1 0.2
C -2.0054 -0.3091 0.1459 -0.4 -0.7 -0.6
```
Forces are in eV/Å.


(2)
C15H31BF4P2Re as an isolated structure. Source: OMol25; level of theory: the ωB97M-V functional and the def2-TZVPD basis.

Values from the calculation:
Kohn-Sham gap (alpha / beta)	4.75 / 5.85	eV
total energy	-48293.6326	eV
<S²>	3.815
net charge	+2
LUMO energy (alpha / beta)	-0.341 / -0.340	hartree
spin multiplicity	4
energy above the lowest of the compared OMol25 structures with the same formula, charge and spin	0.000	eV

The geometry in XYZ format:
```
54
Properties=species:S:1:pos:R:3:forces:R:3
H 2.3985 -1.9442 -1.5114 -0.3 -0.2 -0.1
C -2.5384 1.8347 -2.0480 0.4 0.7 -0.9
H 0.6267 -2.5329 1.4844 0.0 0.2 0.3
H -2.7724 -1.1882 -1.2442 0.3 -0.1 -0.1
H -0.6173 4.2406 -1.5758 0.0 0.2 0.0
C -0.7152 -2.4637 3.2258 -0.1 0.1 0.6
H -1.0419 -2.9560 -0.0710 -0.2 0.4 -0.2
C 0.3632 3.9694 -1.9637 -0.4 0.4 0.0
F -1.2623 1.3758 0.6281 -0.5 1.2 0.8
H -0.7492 2.6776 -4.3815 0.2 -0.2 -0.2
C 1.0861 -0.7429 2.6858 0.1 -0.3 -0.5
F -4.2235 0.5830 1.0609 0.6 0.5 0.6
H -0.5764 -2.4293 4.3211 -0.2 -0.6 -0.5
C -1.7848 -1.0416 -0.7767 -0.4 0.6 -0.4
H 2.7057 1.8517 -3.1693 -0.1 0.1 0.5
C -1.4508 -1.9961 0.3037 0.5 0.3 0.8
P 0.3913 2.2005 -2.3587 4.9 3.5 -2.5
H 2.6521 0.3766 1.6891 0.4 0.7 0.5
H 1.1801 -2.5455 -0.3420 0.1 0.0 -0.3
H -2.5931 1.8780 -3.1412 -0.3 -0.1 0.3
C 3.4637 -1.5731 2.1530 0.1 -0.1 1.5
H 1.0313 2.6378 -4.6443 -0.2 -0.1 0.2
Re -0.8736 0.9236 -1.1570 -5.6 -4.7 4.3
C -2.5367 -2.3321 1.3872 0.1 -0.5 -0.9
H -3.1282 -3.1863 1.0193 0.0 0.3 0.2
H -3.2333 -1.4809 1.4608 0.3 -0.4 0.3
C 0.1822 2.1447 -4.1531 -0.4 -0.2 -0.2
H -0.6383 -1.5090 0.8496 -0.2 -0.2 -0.3
H -2.5683 2.8677 -1.6591 -0.3 -0.3 -0.1
H 3.5672 -2.0436 1.1552 -0.4 0.5 0.0
H 1.0412 -0.4713 3.7492 -0.1 0.0 0.4
H -2.7273 -3.0472 3.4551 0.5 0.6 -0.2
H 0.6514 -2.0854 -1.9765 0.4 -0.4 0.0
C 1.3613 -1.8659 -1.1772 -0.1 -0.3 0.2
H -3.3583 1.2338 -1.6145 0.1 0.2 -0.2
H 1.1257 4.2083 -1.2202 -0.2 -0.1 0.0
C 2.6158 0.6624 -1.3321 -0.6 -0.1 -0.5
P 1.0179 -0.1312 -0.7504 3.2 -0.9 -1.1
F -3.0649 0.6726 3.0713 -0.4 0.4 -1.0
H 3.2164 -2.3508 2.8705 0.3 -0.3 -0.2
H 3.2441 0.8907 -0.4756 0.1 0.1 0.1
H 0.5575 4.5521 -2.8647 0.0 0.0 0.0
H 1.3660 -2.8666 2.9893 -0.3 -0.2 0.3
H 3.1615 -0.0697 -1.9294 -0.1 0.1 0.0
C 2.2845 1.9201 -2.1519 -0.6 0.0 0.2
C -1.9586 -2.6602 2.7608 -0.1 0.4 -0.4
F -3.8581 2.6196 2.1059 0.3 -1.2 -0.2
C 0.6097 -2.2313 2.5322 0.3 0.0 0.3
H 0.3499 -0.0852 2.1697 0.8 0.2 0.4
C 2.4788 -0.5225 2.2593 -1.9 -1.0 -2.1
B -3.6914 1.2986 2.0656 -0.3 0.4 0.5
H 2.6733 2.8106 -1.6354 -0.1 -0.3 -0.5
H 4.4536 -1.1845 2.3705 0.4 0.2 -0.1
H 0.1054 1.1064 -4.4982 0.0 0.2 0.0
```
Forces are in eV/Å.


(3)
C15H31BaIP2 as an isolated structure. Source: OMol25; level of theory: the ωB97M-V functional and the def2-TZVPD basis.

Values from the calculation:
Kohn-Sham gap	5.08	eV
total energy	-43426.1786	eV
LUMO energy	-0.027	hartree
spin multiplicity	1
energy above the lowest of the compared OMol25 structures with the same formula, charge and spin	0.000	eV

The geometry in XYZ format:
```
50
Properties=species:S:1:pos:R:3:forces:R:3
H 2.0314 -2.7401 -3.0325 -0.1 0.6 -0.5
H 2.8720 -1.4907 -7.8476 -0.1 0.0 0.2
C 1.4330 -1.8870 -2.7357 0.2 -1.2 0.6
H 6.0819 -1.5086 -5.2974 -0.4 -0.1 0.1
C 2.5292 -3.5357 -5.0587 0.5 -0.8 0.5
H 1.3530 -1.4961 -7.0025 0.1 0.0 0.1
H 5.0645 -2.2046 -6.5050 -0.2 0.2 0.2
C 3.5797 -3.6302 -4.2238 -0.5 -1.1 -0.6
C 4.9612 -3.2042 -4.5904 0.8 0.1 0.2
H -0.7145 -4.1375 -0.5188 0.0 -0.1 -0.1
H 3.2991 -0.7491 -2.5487 -0.3 -0.1 0.2
Ba -1.3699 -0.1723 -1.0605 0.6 0.6 2.1
C 2.2398 -0.5994 -2.8079 0.2 1.1 -0.2
H 1.5281 -3.8735 -4.7510 0.5 0.1 0.0
H 2.2624 -0.2566 -3.8467 0.0 -0.2 0.6
C 5.0688 -1.9225 -5.4454 0.7 -0.2 -0.2
H 3.1576 -2.4657 -0.1778 -0.2 -0.2 -0.1
H 0.1677 2.1416 1.2385 -0.5 0.1 -0.4
H 3.5236 -4.1797 -3.2620 -0.4 0.7 -0.5
H -0.5393 0.5411 -3.3001 0.6 0.5 -0.1
H 5.5015 -4.0076 -5.1202 -0.2 0.1 0.1
H 2.7026 -4.0722 -0.8404 0.1 0.0 0.0
H -1.5903 2.5621 0.9741 0.7 0.2 -0.1
H 2.1113 3.1116 -1.4581 0.1 -0.3 0.0
C -0.2523 -3.7961 -1.4472 0.5 -0.5 0.0
P 1.5283 0.8202 -1.8093 -0.6 -1.0 0.3
H -0.2862 2.2218 -2.6530 0.0 -0.3 -0.1
H 3.6240 -3.4610 -6.8977 -0.2 0.0 0.3
H 2.0553 -3.5073 0.7338 0.1 0.0 -0.2
C 4.0744 -0.8349 -5.1706 -0.2 0.5 -1.0
C 0.2161 1.3242 -3.0518 0.2 0.3 -0.5
H 0.3019 -4.6216 -1.9090 -0.3 -0.1 -0.1
C 2.6345 2.2638 -1.9277 0.2 0.5 -0.4
C 2.3522 -3.2061 -0.2788 0.2 -0.1 0.3
H 5.5458 -3.0592 -3.6700 -0.2 0.0 -0.1
H 4.4136 -0.0736 -4.4679 -0.3 -0.1 -0.1
H 0.5656 -1.8643 -3.4302 0.2 0.0 0.5
H -1.0551 -3.4778 -2.1264 0.3 0.1 0.1
H 3.5656 2.1113 -1.3728 -0.2 -0.1 0.0
H 2.3605 0.2815 -5.8321 0.5 -0.9 0.4
H 0.6772 1.5686 -4.0186 -0.1 0.1 0.2
C 2.9317 -0.6788 -5.8606 1.0 0.9 -0.1
H -0.3034 3.2946 -0.0922 -0.2 -0.1 0.3
C -0.6023 2.4017 0.4834 -0.7 -0.9 -0.6
C 2.4253 -1.6651 -6.8537 -0.4 -0.2 -0.5
C 2.6516 -3.1439 -6.4954 0.1 -0.4 -0.8
H 2.9006 2.5780 -2.9467 -0.1 -0.2 0.1
P 0.8976 -2.4350 -1.0141 -1.1 2.0 -1.9
H 1.9311 -3.7457 -7.0736 0.1 0.2 0.2
I -0.3402 -1.7665 1.5557 -1.0 0.1 1.9
```
Forces are in eV/Å.